[1]
ORCA calculation (ωB97M-V/def2-TZVPD) on a cluster of 2 separate species, C2H8NOS in total.

Last column: natural (NBO) charge in e.
Atoms and positions in Å:
C -1.4202 0.9383 -0.2645  -0.227
C -0.8531 0.0214 0.8043  -0.516
S 1.0281 0.2533 0.8229  -0.699
N -0.7893 0.7863 -1.5503  -0.897
H -1.2251 2.0712 0.1027  0.156
H -2.5749 0.8184 -0.2090  0.157
H -0.8985 -1.0524 0.4917  0.187
H -1.4233 0.1218 1.7965  0.183
H -1.3726 0.1490 -2.1024  0.338
H 0.1282 0.4540 -1.2143  0.400
H 3.8157 -1.2938 0.6145  0.444
H 2.3803 -1.3092 0.3795  0.489
O 3.2047 -1.9583 0.3283  -1.014

Properties
**Energy relative to the best compared isomer or geometry (same formula, charge and spin)**: 18.4 kcal per mole
**DFT total energy**: -16577.032 eV
**Total charge**: -1
**Max |F|**: 3.8 eV Å⁻¹
**LUMO energy**: 4.138 eV

=====

[2]
ORCA calculation (ωB97M-V/def2-TZVPD) on a cluster of 5 separate species, C20H30O15 in total.

Last column: natural (NBO) charge in e.
Atoms and positions in Å:
C 58.0000 64.3570 62.4490  -0.617
C 56.9630 64.0650 61.5030  0.057
C 55.9340 63.0310 61.8790  -0.093
O 54.7550 63.4780 61.4170  -0.462
C 54.8280 64.7190 61.0630  0.980
O 53.8730 65.4810 60.8360  -0.594
O 56.1560 65.1300 61.0890  -0.494
H 58.6770 64.8810 61.8530  0.216
H 58.4550 63.4010 62.8730  0.247
H 57.6780 65.1780 63.3400  0.211
H 57.4180 63.5500 60.6760  0.170
H 55.7400 62.6820 62.9190  0.190
H 56.3070 62.0480 61.4820  0.189
C 50.8740 61.4300 60.1400  -0.626
C 51.9820 60.8230 61.0950  0.081
C 52.1500 61.5480 62.5100  -0.086
O 51.7000 60.5080 63.3070  -0.524
C 51.4360 59.3600 62.6120  0.976
O 51.1300 58.2440 63.1150  -0.645
O 51.5510 59.5280 61.4190  -0.441
H 51.0330 62.4750 59.8140  0.236
H 49.7670 61.6410 60.5820  0.216
H 50.7350 60.8920 59.2950  0.215
H 52.8480 60.6550 60.8240  0.189
H 51.2430 62.4130 62.7960  0.189
H 53.2480 61.9630 63.1070  0.217
C 57.8330 59.0470 58.4130  -0.629
C 57.2620 60.3630 58.9090  0.075
C 57.7130 61.6760 58.0470  -0.114
O 56.5050 62.4210 57.9900  -0.473
C 55.5300 61.6830 58.5090  0.958
O 54.3760 62.0920 58.7830  -0.582
O 55.9510 60.4150 58.9470  -0.482
H 57.3130 58.5960 57.5790  0.229
H 57.8530 58.3830 59.1910  0.213
H 58.9580 59.0640 58.3100  0.207
H 57.5150 60.3910 59.9900  0.185
H 57.7800 61.6530 56.9890  0.204
H 58.5820 62.2650 58.5180  0.205
C 63.6300 61.9390 58.8800  -0.650
C 62.1990 61.3300 58.9460  0.049
C 62.1340 60.1210 59.8170  -0.093
O 60.8820 60.2230 60.4140  -0.500
C 60.4890 61.4940 60.4310  0.969
O 59.5750 61.8860 61.1350  -0.611
O 61.2900 62.2350 59.7390  -0.475
H 63.4830 63.0110 58.4630  0.250
H 64.2560 61.2040 58.3780  0.232
H 64.2790 62.0640 59.8670  0.236
H 61.7860 60.9430 58.0280  0.206
H 62.9200 60.1220 60.6050  0.188
H 62.2200 59.0730 59.2630  0.206
C 59.7880 58.4400 63.7530  -0.656
C 58.7890 58.4410 62.6020  0.056
C 57.9810 57.1130 62.4200  -0.066
O 56.7480 57.5670 62.2320  -0.510
C 56.5890 58.9530 62.4910  0.988
O 55.6170 59.6450 62.4740  -0.568
O 57.7710 59.3900 62.7940  -0.480
H 60.6150 57.6940 63.7490  0.232
H 59.1750 58.2010 64.7380  0.240
H 60.5210 59.3850 63.6190  0.237
H 59.1760 58.5150 61.6030  0.183
H 57.9590 56.4470 63.3190  0.171
H 58.4600 56.6170 61.5990  0.175

Properties
**Energy relative to the best compared isomer or geometry (same formula, charge and spin)**: 204.4 kcal per mole
**DFT total energy**: -51931.887 eV
**SMILES**: C[C@H]1COC(=O)O1.C[C@H]1COC(=O)O1.C[C@H]1COC(=O)O1.C[C@H]1COC(=O)O1.C[C@H]1COC(=O)O1
**Max |F|**: 9.6 eV Å⁻¹
**LUMO energy**: -0.262 eV

=====

[3]
ORCA calculation (ωB97M-V/def2-TZVPD) on a cluster of 6 separate species, H10IO5 in total.

Last column: natural (NBO) charge in e.
Atoms and positions in Å:
I 0.7742 -1.8038 -0.1663  -0.933
O -0.5798 -0.5847 -3.2810  -0.956
H -0.3371 -1.3155 -2.7227  0.489
H -0.2079 -0.7468 -4.1370  0.459
O -1.6523 -1.0619 2.2533  -0.969
H -1.0707 -1.5064 1.6434  0.486
H -2.3562 -0.8857 1.6087  0.461
O 1.6906 1.6610 -0.2444  -0.970
H 1.5095 0.7666 -0.0189  0.492
H 1.9412 2.1527 0.5171  0.461
O -1.4572 0.9622 -0.9335  -0.981
H -0.8764 0.2125 -1.1839  0.503
H -1.2305 1.3438 -0.1028  0.464
O 1.5567 0.4546 2.4570  -0.963
H 0.7825 0.8218 2.0462  0.469
H 1.5134 -0.4703 2.2646  0.489

Properties
**Energy relative to the best compared isomer or geometry (same formula, charge and spin)**: 12.3 kcal per mole
**DFT total energy**: -18503.798 eV
**Total charge**: -1
**Max |F|**: 2.3 eV Å⁻¹
**LUMO energy**: 3.321 eV

=====

[4]
ORCA calculation (ωB97M-V/def2-TZVPD) on an isolated molecule of C2H4N2OS2.

Last column: natural (NBO) charge in e.
Atoms and positions in Å:
C -1.4150 0.7824 -0.1286  0.259
C 1.9323 -0.1576 0.1718  0.010
H -1.9475 -2.5866 0.2904  0.116
H -1.9014 1.7438 0.0144  0.182
H 0.3899 2.0132 -0.2918  0.377
H 1.4744 -0.2660 1.2334  0.200
N -1.9254 -0.3234 -0.2778  -0.560
N 0.0636 1.1189 0.0431  -0.376
O 0.8808 0.1966 -0.6793  -0.394
S -0.9741 -1.7654 -0.1666  0.173
S 3.4224 -0.7559 -0.2090  0.014

Properties
**Energy relative to the best compared isomer or geometry (same formula, charge and spin)**: 91.7 kcal per mole
**DFT total energy**: -28833.106 eV
**SMILES**: S=CON/C=N\S
**Max |F|**: 4.9 eV Å⁻¹
**LUMO energy**: -0.212 eV

=====

[5]
ORCA calculation (ωB97M-V/def2-TZVPD) on a cluster of 5 separate species, C21H45BCl8IN3O6P in total.

Last column: Löwdin charge in e.
Atoms and positions in Å:
C -5.3573 -4.0119 -1.8184  -0.036
C -4.9407 -2.6072 -1.2940  -0.371
O -4.6038 -2.6566 0.0794  -0.025
C -3.7419 -2.0939 -2.1823  -0.128
O -2.4736 -2.2507 -1.5489  -0.039
C -1.8525 -1.0611 -1.1383  -0.365
C -0.6571 -1.5559 -0.2743  -0.088
O -1.1193 -1.9611 1.0134  -0.129
N -0.6482 -3.3104 1.2673  -0.138
O -1.4799 -4.0642 0.9914  0.137
C -2.7427 -0.1564 -0.2631  -0.030
C -2.0493 1.1935 0.1710  -0.271
C -1.2258 1.0749 1.4769  -0.270
C -2.0418 0.4867 2.6690  -0.752
C -3.2398 1.4000 3.0010  -0.196
I -0.7954 0.4756 4.4546  0.832
C -1.3070 1.8742 -1.0294  -0.330
P -0.1473 3.2351 -0.4848  0.772
N 1.1689 2.6653 0.1812  -0.269
C -0.6008 0.9289 -2.0270  -0.294
C -0.4079 1.7059 -3.3756  -0.012
N -1.3803 -0.3062 -2.3469  0.146
B -0.4941 -1.1754 -3.2699  -0.648
O 0.8171 -1.4277 -2.9939  0.225
O -1.0775 -1.7350 -4.3802  0.219
H -5.9881 -3.9491 -2.7173  0.090
H -5.8344 -4.6191 -1.0373  0.090
H -4.4288 -4.5173 -2.1445  0.086
H -5.7931 -1.9257 -1.4498  0.144
H -4.2417 -3.5453 0.2206  0.096
H -3.9935 -1.0704 -2.5076  0.122
H -3.7226 -2.7157 -3.0923  0.130
H -0.1900 -2.4498 -0.7242  0.134
H 0.1440 -0.8107 -0.1679  0.136
H -3.1203 -0.7106 0.6021  0.121
H -3.6528 0.1755 -0.7976  0.112
H -2.8949 1.8563 0.4032  0.080
H -0.3177 0.4622 1.4016  0.084
H -0.8898 2.0610 1.8426  0.080
H -2.3511 -0.5477 2.5000  0.054
H -3.7940 1.0734 3.8912  0.071
H -3.9565 1.4731 2.1637  0.038
H -2.8906 2.4250 3.2088  0.066
H -2.0974 2.4005 -1.6122  0.129
H -0.9273 4.0045 0.4191  0.027
H 0.0883 4.0900 -1.5975  0.015
H 1.9535 3.0279 -0.3627  -0.028
H 0.4168 0.7303 -1.6584  0.140
H -0.4143 2.7922 -3.2186  0.062
H 0.5680 1.4883 -3.8386  0.108
H -1.2399 1.5175 -4.0812  0.102
H -2.1545 -0.0083 -2.9517  0.179
H 0.8842 -2.3843 -2.8133  0.152
H -1.3630 -1.0735 -5.0310  0.135
Cl 1.1680 -3.9105 2.8210  0.648
C 2.8265 -4.5340 2.6038  -0.627
C 3.8648 -3.5129 2.9946  -0.647
Cl 3.8961 -2.1344 1.8606  0.543
H 2.9380 -4.8390 1.5652  0.069
H 2.9218 -5.4194 3.2315  0.077
H 4.8560 -3.9649 2.9743  0.078
H 3.6879 -3.1241 3.9950  0.073
Cl -5.5891 2.4116 -0.0787  0.565
C -6.7493 3.0926 1.0961  -0.635
C -6.4837 4.5520 1.3684  -0.653
Cl -4.9632 4.7981 2.2640  0.552
H -6.6942 2.4983 2.0059  0.073
H -7.7430 2.9696 0.6677  0.077
H -7.2850 4.9621 1.9817  0.079
H -6.4297 5.1273 0.4466  0.070
Cl 8.6374 2.0020 2.3766  0.530
C 7.3044 0.8730 2.0263  -0.704
C 7.1088 -0.1366 3.1297  -0.662
Cl 8.4590 -1.2972 3.2278  0.535
H 7.5139 0.3905 1.0757  -0.008
H 6.4027 1.4743 1.9125  0.068
H 6.2073 -0.7156 2.9377  0.023
H 7.0075 0.3453 4.1002  0.070
Cl 6.9689 2.2294 -1.3216  0.544
C 8.6761 2.4708 -1.7821  -0.647
C 9.3945 1.1626 -2.0055  -0.647
Cl 9.6208 0.2575 -0.4894  0.577
H 9.1544 3.0614 -1.0034  0.069
H 8.6757 3.0531 -2.7029  0.072
H 10.3870 1.3526 -2.4126  0.075
H 8.8556 0.5252 -2.7037  0.067

Properties
**Energy relative to the best compared isomer or geometry (same formula, charge and spin)**: 14.8 kcal per mole
**DFT total energy**: -157499.772 eV
**Total charge**: +1
**Max |F|**: 2.7 eV Å⁻¹
**LUMO energy**: -2.988 eV